Here is an isolated molecule of C8H8ClNS in a non-equilibrium geometry from OMol25. Energies are from ωB97M-V with the def2-TZVPD basis set.

The calculation puts the total energy at -33271.75762 eV. Its relative energy (zero: lowest compared OMol25 entry of this formula, charge and spin) is 0.224 eV. The lowest unoccupied orbital energy is -0.16 eV. The SMILES is CN(C(=S)Cl)c1ccccc1.

Cartesian coordinates (Å):
C -1.143 -1.890 0.781
N -1.279 -0.514 0.568
C -2.507 -0.017 -0.200
S -3.662 -1.013 -0.654
Cl -2.587 1.710 -0.033
C -0.114 0.135 0.147
C 0.587 -0.380 -0.989
C 1.875 0.094 -1.189
C 2.312 1.167 -0.481
C 1.594 1.741 0.531
C 0.323 1.285 0.866
H -0.279 -2.025 1.412
H -2.020 -2.452 1.036
H -0.658 -2.326 -0.158
H 0.255 -1.143 -1.611
H 2.334 -0.328 -2.057
H 3.329 1.517 -0.710
H 1.817 2.703 0.967
H -0.179 1.736 1.775

Just the Löwdin charges please, in e? Sure, here they are: C -0.133; N -0.223; C -1.179; S 0.712; Cl 0.673; C -0.308; C -0.002; C -0.087; C -0.113; C -0.098; C -0.045; H 0.096; H 0.064; H 0.099; H 0.093; H 0.103; H 0.114; H 0.104; H 0.130

***

Here is an isolated molecule of C8H8ClNS in a non-equilibrium geometry from OMol25. Energies are from ωB97M-V with the def2-TZVPD basis set.

The calculation puts the total energy at -33266.68367 eV. Its relative energy (zero: lowest compared OMol25 entry of this formula, charge and spin) is 5.298 eV. The lowest unoccupied orbital energy (spin up / spin down) is -0.57 / -0.53 eV.

Cartesian coordinates (Å):
C 1.230 -2.134 -0.327
C -0.006 -1.561 -0.648
C 2.329 -1.359 -0.016
C -0.110 -0.203 -0.623
C 0.982 0.522 -0.204
C 2.216 -0.010 0.011
C -1.412 0.253 -1.107
C -1.600 1.375 1.437
N -0.637 2.977 -0.361
S -1.836 2.047 -0.307
Cl 3.388 1.122 0.560
H 1.470 -3.118 -0.240
H -0.828 -2.101 -0.943
H 3.371 -1.673 0.260
H -1.535 0.352 -2.140
H -2.335 -0.200 -0.803
H -0.919 0.593 1.435
H -2.593 1.015 1.921
H -1.174 2.102 2.094

Just the Löwdin charges please, in e? Sure, here they are: C -0.043; C -0.029; C -0.109; C -0.341; C 0.047; C -0.713; C -0.237; C -0.253; N -0.386; S 0.815; Cl 0.698; H 0.075; H 0.094; H 0.132; H 0.069; H 0.074; H -0.009; H 0.080; H 0.035

***

Here is an isolated molecule of C8H8F3NO in a non-equilibrium geometry from OMol25. Energies are from ωB97M-V with the def2-TZVPD basis set.

The calculation puts the total energy at -20109.17625 eV. Its relative energy (zero: lowest compared OMol25 entry of this formula, charge and spin) is 3.969 eV. The lowest unoccupied orbital energy is 0.64 eV. The SMILES is NCc1ccccc1OC(F)(F)F.

Cartesian coordinates (Å):
N -0.957 -2.049 -0.757
C -0.300 -1.719 0.379
C 0.489 -0.614 0.057
C 1.847 -0.454 0.555
C 2.534 0.742 0.268
C 2.012 1.867 -0.335
C 0.608 1.720 -0.403
C -0.129 0.629 -0.305
O -1.430 0.771 -0.914
C -2.456 0.753 0.229
F -1.945 0.751 1.432
F -3.269 1.751 -0.038
F -3.046 -0.209 0.009
H -0.171 -2.342 -1.538
H -1.503 -2.718 -0.728
H 0.271 -2.429 0.928
H -1.182 -1.507 1.061
H 2.189 -1.092 1.024
H 3.523 0.804 0.548
H 2.657 2.545 -0.493
H 0.258 2.802 -0.980

Just the Löwdin charges please, in e? Sure, here they are: N 0.056; C -0.326; C -0.124; C 0.060; C -0.060; C -0.035; C -0.031; C -0.231; O 0.053; C -0.845; F 0.219; F 0.197; F 0.356; H 0.190; H -0.030; H 0.117; H 0.149; H -0.021; H 0.078; H 0.035; H 0.192